1.
100
Properties=species:S:1:pos:R:3:forces:R:3:lowdin_charge:R:1 method="wB97M-V/def2-TZVPD" total_charge=0 e_homo_ev=-8.21 gap_ev=8.291 total_energy_ha=-3529.9620 smiles="CCN(CC[C@@]1(CCC(N)=O)[C@H](S)C(=O)N[C@H]1P(N)O)C(C)=O.CCOP(=O)(OCC)OCC.CCOP(=O)(OCC)OCC"
H 2.029 -3.332 -7.379 -0.1 -0.1 -0.1 0.118
H -1.037 -2.345 0.698 0.4 0.1 -0.2 0.091
C -0.632 -1.597 1.397 -1.2 -1.1 0.2 -0.399
H 2.105 -3.051 2.773 0.1 0.3 0.0 0.093
H -2.778 -1.552 -10.842 0.0 0.0 0.0 0.077
H 0.639 7.674 3.636 0.1 0.0 0.0 0.086
C 0.724 5.523 3.776 0.3 0.0 -0.2 -0.268
O -2.235 6.826 4.535 -0.3 -0.3 -1.6 -0.168
H 5.253 -1.039 3.809 -0.2 0.1 0.1 0.121
O 0.033 -3.627 -7.551 0.0 0.1 0.5 -0.174
H -3.029 1.194 1.645 0.0 0.0 0.1 0.038
C 1.268 -3.858 -5.437 -0.3 0.0 -0.2 -0.076
P -1.379 -0.015 0.725 1.4 1.0 -0.6 0.838
C -2.209 -2.322 -10.319 0.1 -0.1 -0.1 -0.072
C 0.074 -2.510 3.449 -0.2 -0.4 -0.1 -0.550
H -0.325 6.842 2.417 0.0 0.0 0.0 0.063
C 5.700 -2.006 1.953 -0.2 0.2 -0.1 -0.070
C 2.504 -0.328 3.150 0.0 0.7 -0.7 -0.126
H -3.423 8.267 3.728 0.1 0.0 0.1 0.120
N 2.953 -1.158 -2.313 0.2 -0.3 -0.4 0.132
H -1.946 -3.101 -11.035 0.0 0.0 0.0 0.077
C 1.672 -1.487 0.171 -0.3 -0.7 -0.8 -0.145
H 0.426 -0.093 2.999 0.0 -0.1 0.0 0.117
H -3.636 -2.517 -5.392 0.0 0.0 0.0 0.067
C 0.613 6.807 2.976 -0.2 0.0 0.0 -0.073
H 4.111 -2.317 3.349 -0.2 0.2 0.1 0.101
H 4.264 2.540 0.978 0.1 0.0 0.1 0.087
H 5.776 -3.090 2.012 0.1 0.0 0.1 0.070
H -3.453 4.167 7.428 0.0 0.1 0.0 0.117
H -2.234 1.923 7.296 0.0 0.0 0.0 0.079
H 1.510 -0.488 -0.233 0.0 0.1 0.2 0.099
H 0.546 4.653 3.138 -0.1 0.0 0.1 0.109
C -4.483 6.396 3.624 0.0 -0.2 0.1 -0.078
H -4.887 6.414 4.637 0.0 0.1 0.0 0.087
C 1.236 -0.310 2.295 0.4 -0.6 0.7 -0.142
H 3.654 -0.957 -1.607 -0.4 0.3 0.3 0.088
P -1.446 -3.268 -7.086 -0.1 -0.9 -3.7 0.401
O -1.820 -4.499 -6.152 0.0 1.0 1.2 -0.170
H 3.458 -1.233 -3.190 0.0 0.0 0.0 0.096
C 1.114 -2.854 2.376 -0.3 0.2 0.4 -0.454
H -4.444 -4.021 -5.828 0.0 -0.1 0.1 0.086
H -5.231 6.788 2.935 0.0 0.1 0.0 0.081
H 3.128 1.283 0.439 0.0 0.0 0.0 0.075
H 1.054 -2.072 -6.632 -0.1 0.0 -0.1 0.113
H 6.675 -1.545 2.078 0.1 -0.1 0.1 0.070
O -2.505 -0.522 -0.368 -0.3 -0.5 0.8 -0.295
P -1.736 5.326 4.649 1.0 -1.1 3.8 0.400
H -0.976 2.741 6.350 -0.1 -0.1 -0.1 0.073
C -3.023 -2.902 -9.180 -0.1 0.2 -0.2 -0.283
C 0.917 -1.625 1.494 -0.3 1.2 -0.5 -0.422
N 3.766 -0.495 2.383 0.2 0.0 0.7 -0.071
N -2.362 0.520 2.011 -0.3 -0.3 -0.3 -0.153
H 2.817 2.122 1.942 0.0 0.2 0.0 0.078
H -1.871 -2.609 2.780 -0.2 0.3 0.4 0.140
H -2.705 -5.299 -4.507 0.1 -0.1 -0.1 0.119
C 1.305 -2.461 -0.964 0.7 0.1 0.1 -0.104
O -2.164 5.102 6.178 -0.3 0.2 -0.2 -0.185
H 2.457 -1.102 3.912 0.0 0.0 0.0 0.117
H -3.458 -2.112 -8.568 0.1 0.0 0.1 0.105
O -2.241 -3.788 -8.379 -0.1 -0.1 0.3 -0.186
H -3.405 3.471 5.817 0.1 0.0 -0.1 0.105
C -3.212 7.216 3.542 -0.2 0.0 -0.2 -0.246
H -1.280 -1.886 -9.952 -0.1 0.1 0.1 0.076
H 2.746 -1.586 0.339 0.0 0.1 0.4 0.109
C 4.416 0.703 2.068 0.0 0.2 -0.2 -0.490
H 1.331 -3.496 -0.637 -0.2 0.0 0.0 0.080
N -1.052 -2.024 2.752 0.6 0.5 -0.2 0.060
C -3.818 -3.545 -5.073 0.0 0.1 -0.1 -0.079
H 0.335 -2.216 -1.406 -0.1 -0.1 0.0 0.121
C 3.615 1.735 1.304 -0.3 -0.3 0.1 0.019
O 0.185 -2.627 4.639 -0.1 -0.2 -0.1 0.112
H -1.285 3.235 8.009 0.0 0.0 0.0 0.077
O 5.577 0.905 2.354 0.0 -0.2 -0.2 0.084
C -2.517 -4.303 -4.903 -0.2 0.1 0.2 -0.251
C -1.761 2.885 7.092 0.1 0.1 0.1 -0.070
H -2.768 7.144 2.546 0.1 0.0 0.0 0.110
C -2.786 3.891 6.611 -0.1 -0.3 0.2 -0.279
H 1.200 -4.938 -5.564 0.1 0.0 0.0 0.092
H -4.362 -3.511 -4.129 0.0 -0.1 0.0 0.079
H -1.758 1.042 2.642 -0.1 0.0 0.2 0.028
O -1.669 -1.825 -6.947 -0.1 -0.1 1.8 -0.219
H 2.545 0.635 3.669 -0.1 -0.1 0.2 0.130
H -4.298 5.354 3.359 0.0 0.0 0.0 0.066
H 0.468 -3.552 -4.758 0.0 0.0 0.0 0.061
H -0.045 -4.199 0.634 0.0 0.2 0.1 -0.143
O -2.062 4.115 3.888 -0.5 0.9 -1.5 -0.228
C 4.687 -1.470 2.980 0.5 -0.4 -0.4 -0.214
O -0.168 5.492 4.896 -0.1 0.2 -0.6 -0.175
H -2.035 -0.762 -1.171 -0.1 0.2 -0.2 0.031
C 2.332 -2.409 -2.085 0.3 -0.2 0.2 -0.491
O 2.604 -3.387 -2.745 -0.3 0.4 0.0 0.068
H 1.727 5.427 4.190 -0.1 0.0 0.1 0.118
H 1.246 0.521 1.596 0.1 0.0 -0.1 0.076
H -3.848 -3.497 -9.575 0.0 -0.1 0.0 0.116
S 0.523 -4.502 1.804 0.4 -0.3 -0.1 0.852
H 5.373 -1.756 0.941 -0.1 -0.1 0.0 0.066
C 1.142 -3.152 -6.773 0.3 0.0 0.2 -0.258
H -1.858 -3.790 -4.196 0.0 0.0 -0.1 0.104
H 1.428 6.880 2.257 0.0 0.0 0.0 0.080
H 2.212 -3.615 -4.960 0.0 0.0 0.0 0.056

---

2.
86
Properties=species:S:1:pos:R:3:forces:R:3:lowdin_charge:R:1 method="wB97M-V/def2-TZVPD" total_charge=0 de_lowest_kj_mol=98.1 e_homo_ev=-5.69 gap_ev=5.658 total_energy_ha=-1800.2455
Sr -0.101 0.303 1.575 0.7 -0.2 -0.1 1.282
C -4.723 -0.792 -0.563 -0.3 0.1 -0.2 -0.199
H -5.726 -0.380 -0.372 0.2 -0.1 -0.3 0.028
H 0.160 -0.084 -2.976 0.0 -0.4 0.2 0.092
O 0.613 0.687 -3.683 -0.1 0.1 0.2 -0.158
H -1.149 3.439 -4.563 0.0 0.1 0.1 0.093
C -2.068 -1.221 0.819 0.2 -0.4 0.1 -0.410
C 4.451 -0.745 -0.954 0.6 0.2 0.0 -0.216
H -3.163 0.176 5.099 -0.3 0.0 0.1 0.071
H -1.490 -3.595 -2.767 -0.1 -0.1 0.1 0.079
H 3.699 1.561 6.098 -0.3 -0.1 0.1 0.087
H -3.386 1.855 -0.948 0.1 0.1 0.2 0.016
H -0.444 2.043 -2.561 0.2 0.1 -0.1 0.128
H -1.665 -2.135 -4.884 0.0 0.1 -0.1 0.083
H 1.167 -2.124 -2.390 0.0 0.0 0.0 0.116
H 0.085 -4.372 -2.618 0.0 -0.1 0.0 0.090
H -1.806 -0.474 6.017 0.1 0.1 0.1 0.092
C -1.214 1.241 4.016 -0.3 -0.1 0.7 -0.152
H -3.624 0.549 3.059 -0.3 -0.1 -0.4 -0.017
C -4.296 0.100 2.316 -0.4 0.3 0.0 -0.190
H 3.400 2.943 0.449 0.1 -0.2 -0.2 0.027
C 0.909 -0.641 4.537 0.9 -0.3 1.7 -0.326
H -4.540 -0.908 2.686 0.0 0.2 -0.1 0.042
C -0.790 2.417 -4.667 -0.3 0.1 -0.4 -0.052
H -2.078 -2.145 0.201 -0.1 0.6 0.3 -0.055
C 2.892 0.953 5.681 -0.3 0.0 -0.4 -0.093
H 5.313 0.189 1.732 -0.1 0.0 0.0 0.029
H 0.793 -1.699 6.416 0.6 0.5 0.0 0.103
H -1.912 1.927 0.020 -0.3 -0.2 0.1 -0.010
C 1.874 0.640 -5.759 0.0 0.1 -0.4 -0.059
H 0.982 0.681 -0.641 0.2 0.0 -0.2 -0.094
C 0.190 -2.273 -2.848 -0.2 0.5 0.2 -0.217
H 4.765 2.443 -0.585 -0.2 0.2 0.0 0.027
H 2.662 1.001 -3.759 0.0 -0.1 0.0 0.129
H -3.465 2.454 0.716 0.2 -0.2 -0.3 0.030
H -0.707 -2.077 4.622 0.2 0.3 -0.2 0.111
C -2.354 -0.544 5.072 0.0 0.2 -0.2 -0.112
H 4.279 -0.495 -2.010 0.2 -0.2 0.1 0.002
C 1.926 0.390 -4.284 -0.4 0.2 0.5 -0.150
Si -3.476 -0.063 0.624 0.9 -1.5 1.0 0.317
H 2.684 -0.327 7.432 -0.2 0.2 -0.5 0.092
C -1.793 -1.081 -4.632 -0.1 -0.1 -0.5 -0.065
C 1.321 -0.901 5.861 -0.8 -0.1 -0.5 -0.070
H -1.667 1.769 -4.719 0.1 0.0 0.0 0.075
H -4.436 -0.617 -1.611 -0.3 0.0 0.2 0.003
H 0.270 -2.308 -3.942 0.1 0.1 0.2 0.114
H -0.251 2.354 -5.613 -0.1 0.0 0.1 0.073
C 1.740 -0.014 -0.250 0.3 0.5 0.2 -0.403
H 1.361 -1.033 -0.113 0.0 0.0 -0.2 -0.059
H 1.033 0.127 -6.230 0.0 0.0 0.1 0.084
H -2.750 -0.755 -5.044 0.0 -0.1 0.0 0.096
H 2.776 0.258 -6.227 0.2 0.0 0.0 0.090
C 0.096 2.064 -3.513 0.6 -0.7 0.1 -0.143
H -0.677 1.470 4.948 -0.2 0.2 -0.2 0.100
H -2.116 0.155 -2.891 0.0 -0.1 0.0 0.117
H 4.076 -1.763 -0.770 0.1 0.3 0.0 0.027
H -0.673 1.843 3.236 -0.3 -1.0 0.6 0.041
H -0.204 -1.770 2.991 0.0 0.5 0.5 0.081
C -0.338 -1.263 3.981 -0.3 0.3 0.2 -0.205
C 3.704 2.262 -0.360 0.2 0.2 -0.2 -0.195
C 2.439 1.200 4.359 1.6 0.3 2.1 -0.197
C -2.994 1.692 0.070 -0.2 0.6 -0.2 -0.201
H 3.110 2.503 -1.253 0.2 0.0 0.1 0.001
H -5.225 0.688 2.263 0.2 -0.1 0.2 0.029
N -1.482 -0.234 3.929 0.7 -0.4 -0.2 -0.281
H -0.572 -3.466 -1.244 -0.1 0.0 -0.1 0.084
C 4.219 0.282 1.821 0.3 0.0 0.3 -0.198
C 1.548 0.346 3.815 -2.3 0.0 -3.3 -0.221
H -2.776 -1.548 5.006 0.0 0.1 -0.2 0.093
H -2.544 -1.535 -2.643 0.0 0.1 -0.2 0.116
H -1.918 -1.491 1.901 -0.5 0.0 -1.0 -0.069
H -2.233 1.653 4.019 0.4 0.2 0.3 0.074
C 2.325 -0.108 6.415 0.6 0.1 0.3 -0.119
H 1.812 1.703 -5.987 0.0 0.0 0.0 0.078
H -4.741 -1.878 -0.383 -0.1 0.4 -0.1 0.034
Si 3.486 0.458 0.111 -1.7 -0.7 -0.3 0.320
H 4.022 1.149 2.458 0.0 -0.2 -0.2 -0.003
H 2.113 -0.663 -4.056 -0.1 0.2 0.1 0.124
O -0.546 -1.057 -2.459 0.2 0.3 -1.3 -0.170
H 0.971 2.707 -3.436 0.0 0.1 0.1 0.134
H 3.847 -0.595 2.364 0.1 0.1 -0.1 0.034
H -1.021 -0.491 -5.135 -0.1 -0.2 0.2 0.064
H 2.845 2.050 3.780 -0.1 -0.4 0.5 0.077
H 5.518 -0.692 -0.696 0.0 -0.2 -0.4 0.017
C -0.497 -3.496 -2.331 0.0 -0.2 0.2 -0.050
C -1.841 -0.870 -3.148 0.4 -0.2 1.1 -0.187